# 1
DFT (ωB97M-V/def2-TZVPD) results for a molecular structure, C20H46OP4RhSe at a distorted geometry.

Calculated values
Kohn-Sham gap (spin up / spin down)   6.807 / 4.712 eV
Spin multiplicity   5
Charge   +3

Cartesian coordinates (Å):
Rh (-0.17969, 0.42725, 0.41066)
P (0.10539, 2.04124, 1.79043)
P (-0.88449, -0.79264, 2.29897)
P (-2.33748, 0.87641, 0.17668)
H (1.45641, 1.19622, -4.72227)
C (1.07454, 2.20936, -4.62738)
C (1.04994, 2.67433, -3.36280)
H (1.35911, 2.09200, -2.49218)
C (1.88813, 1.89416, 2.26990)
C (-0.67882, 2.33880, 3.45045)
C (-0.07050, 3.75298, 1.11418)
C (-1.17421, -2.52883, 1.84280)
C (0.41400, -1.01615, 3.57773)
C (-2.35389, -0.51264, 3.43928)
C (-2.44205, 1.78146, -1.39003)
C (-3.43151, 1.83074, 1.31399)
C (-3.38474, -0.57562, -0.14662)
H (0.80325, 2.78558, -5.52031)
H (0.72529, 3.70624, -3.25292)
H (2.41413, 2.66188, 1.69207)
H (2.32579, 0.90479, 2.08292)
H (1.87157, 2.14429, 3.33807)
H (-0.49825, 1.55778, 4.20527)
H (-1.75866, 2.54211, 3.38622)
H (-0.16757, 3.26111, 3.77249)
H (0.61681, 3.89883, 0.26008)
H (0.20476, 4.41897, 1.95915)
H (-1.09360, 4.00822, 0.77481)
H (-1.47448, -3.05574, 2.76236)
H (-0.25149, -2.97410, 1.44145)
H (-1.97577, -2.60988, 1.09713)
H (0.08720, -1.87658, 4.19181)
H (0.53864, -0.13368, 4.23169)
H (1.36744, -1.26291, 3.07142)
H (-2.35018, -1.30384, 4.20858)
H (-3.31072, -0.58495, 2.90352)
H (-2.30732, 0.45181, 3.96509)
H (-3.49751, 2.04268, -1.53468)
H (-2.09815, 1.15292, -2.22119)
H (-1.82869, 2.68914, -1.36397)
H (-4.37246, 1.96527, 0.76244)
H (-3.04895, 2.81986, 1.58611)
H (-3.67615, 1.31114, 2.24498)
H (-4.32283, -0.21694, -0.59566)
H (-3.63901, -1.12731, 0.76740)
H (-2.88328, -1.25739, -0.84809)
C (-0.83900, -2.26125, -2.91444)
C (-0.25953, -0.96863, -3.02083)
C (-0.75280, -0.17301, -4.04381)
C (-1.64769, -0.56914, -5.05017)
C (-2.29699, -1.77876, -4.82362)
C (-1.93514, -2.62643, -3.73893)
Se (-0.09272, -3.60644, -1.80315)
H (1.10509, -3.35553, -2.62872)
H (0.53456, -0.63417, -2.31074)
H (-0.40672, 0.84508, -4.06181)
H (-1.84981, 0.04757, -5.94642)
H (-3.12610, -2.09412, -5.48874)
H (-2.48317, -3.57888, -3.50281)
C (3.62195, -3.28373, -0.15304)
P (3.56285, -1.67177, 0.63348)
C (4.02083, -0.55606, -0.75724)
C (4.91542, -1.54185, 1.87952)
O (2.17566, -1.25957, 1.03934)
H (3.56375, -4.06520, 0.60217)
H (4.57303, -3.39464, -0.67705)
H (2.81301, -3.41414, -0.86416)
H (3.11235, -0.53359, -1.38775)
H (4.26068, 0.45749, -0.41473)
H (4.86387, -1.03043, -1.28980)
H (4.97039, -0.57627, 2.39396)
H (4.89766, -2.33057, 2.64933)
H (5.88864, -1.65432, 1.36811)

***

# 2
DFT (ωB97M-V/def2-TZVPD) results for a molecular structure, C44H40CuN2O3P2SSe.

Calculated values
Kohn-Sham gap   5.370 eV
Spin multiplicity   1
Charge   -1
Energy above the lowest of the compared OMol25 structures with the same formula, charge and spin   0.0000 eV

Cartesian coordinates (Å):
Cu (0.94492, -1.08345, -0.96938)
O (1.28833, 0.13237, 1.25957)
S (2.68836, -0.42716, 1.20918)
O (0.76446, -2.71451, 1.01774)
O (2.94685, -1.14727, -0.09850)
C (3.47769, 1.16191, 0.73729)
C (4.67709, 1.59404, 1.27142)
C (5.24224, 2.78922, 0.84612)
C (4.60136, 3.54044, -0.12655)
C (3.39748, 3.10014, -0.66875)
C (2.81048, 1.90992, -0.24228)
P (1.19276, 1.34361, -0.95254)
C (1.20444, 2.27728, -2.55032)
C (0.45137, 3.41085, -2.84477)
C (0.48717, 3.97814, -4.11558)
C (1.28641, 3.42980, -5.10600)
C (2.04785, 2.30032, -4.82508)
C (1.99500, 1.72533, -3.56416)
C (-0.05603, 2.26855, 0.01307)
C (0.25446, 2.99820, 1.15691)
C (-0.74611, 3.64323, 1.87025)
C (-2.07034, 3.55659, 1.46015)
C (-2.39105, 2.82309, 0.32794)
C (-1.38643, 2.18608, -0.38991)
H (5.16501, 0.98890, 2.02766)
H (6.17799, 3.13025, 1.27250)
H (5.02991, 4.47478, -0.46765)
H (2.91314, 3.70240, -1.42818)
H (-0.16813, 3.85898, -2.07786)
H (-0.11202, 4.85578, -4.32654)
H (1.31298, 3.87367, -6.09356)
H (2.67121, 1.85810, -5.59252)
H (2.56852, 0.82837, -3.35301)
H (1.27910, 3.03924, 1.50220)
H (-0.49098, 4.19968, 2.76375)
H (-2.85010, 4.04727, 2.02981)
H (-3.42202, 2.73584, 0.00579)
H (-1.63267, 1.63094, -1.28611)
N (-1.60815, -2.94745, -1.65802)
P (-1.64699, -1.25831, -1.28925)
C (-3.39892, -1.18234, -0.73093)
C (-3.65623, -0.73514, 0.56184)
C (-4.96221, -0.67299, 1.03615)
C (-6.01619, -1.06799, 0.22697)
C (-5.76945, -1.52424, -1.06338)
C (-4.46796, -1.57621, -1.54020)
C (-1.81234, -0.50582, -2.96706)
C (-0.86429, -0.86076, -3.93166)
C (-0.79339, -0.18595, -5.14045)
C (-1.66123, 0.86493, -5.40842)
C (-2.61228, 1.22261, -4.46388)
C (-2.68818, 0.54055, -3.25494)
C (-0.43736, -3.68312, -1.55685)
C (-0.48090, -5.07016, -1.39311)
C (0.70477, -5.75740, -1.29161)
C (1.90465, -5.05844, -1.35155)
C (1.85385, -3.69288, -1.50750)
N (0.70548, -3.01021, -1.64160)
H (-2.44990, -3.46958, -1.46807)
H (-2.82365, -0.45795, 1.19148)
H (-5.14902, -0.32295, 2.04369)
H (-7.03258, -1.02375, 0.59873)
H (-6.59178, -1.83159, -1.69766)
H (-4.27814, -1.90840, -2.55519)
H (-0.16390, -1.66247, -3.71841)
H (-0.04263, -0.46774, -5.86845)
H (-1.58970, 1.40678, -6.34310)
H (-3.29456, 2.04019, -4.66212)
H (-3.43399, 0.83395, -2.52515)
H (-1.43627, -5.57307, -1.31505)
H (0.69715, -6.83022, -1.14328)
H (2.85731, -5.55583, -1.24088)
H (2.75262, -3.09142, -1.49297)
C (2.03022, -0.00805, 7.11088)
C (1.37065, -0.60059, 5.89121)
C (1.76107, -1.83218, 5.38842)
C (1.16464, -2.39429, 4.26116)
C (1.61800, -3.74283, 3.77503)
C (0.15058, -1.68673, 3.60370)
Se (-0.63099, -2.44308, 2.00402)
C (-0.24127, -0.43020, 4.08544)
C (-1.26210, 0.39841, 3.35733)
C (0.36082, 0.08480, 5.22756)
H (2.79559, -0.67727, 7.50556)
H (1.30494, 0.17858, 7.90659)
H (2.50877, 0.94580, 6.87595)
H (2.55162, -2.38335, 5.89042)
H (2.30778, -4.20007, 4.48701)
H (2.08082, -3.65060, 2.79145)
H (0.75501, -4.39820, 3.62981)
H (-0.98916, 0.44037, 2.30010)
H (-1.29066, 1.41456, 3.75298)
H (-2.26720, -0.02627, 3.44089)
H (0.05654, 1.06564, 5.58427)